1.
{"formula": "C34H55As3ClF4N5O2PV", "method": "ωB97M-V with the def2-TZVPD basis set", "symbols": ["V", "C", "N", "C", "C", "C", "N", "C", "C", "F", "C", "F", "C", "C", "F", "C", "F", "H", "H", "H", "H", "H", "H", "H", "H", "H", "H", "H", "C", "As", "C", "C", "C", "C", "C", "As", "C", "C", "C", "As", "C", "C", "H", "H", "H", "H", "H", "H", "H", "H", "H", "H", "H", "H", "H", "H", "H", "H", "H", "H", "H", "H", "H", "H", "H", "H", "H", "H", "H", "Cl", "C", "C", "C", "C", "O", "C", "C", "O", "C", "H", "H", "H", "H", "C", "N", "C", "N", "C", "N", "C", "P", "C", "C", "H", "H", "H", "H", "H", "H", "H", "H", "H", "H", "H", "H", "H"], "coordinates": [[0.343, -1.169, -0.074], [-2.815, -0.929, 1.617], [-1.533, -1.625, 1.701], [-1.740, -3.004, 2.159], [-0.676, -0.955, 2.695], [0.676, -1.650, 2.825], [1.096, -2.131, 1.500], [2.268, -2.860, 1.401], [2.507, -3.636, 0.258], [1.531, -3.708, -0.702], [3.667, -4.342, 0.039], [3.773, -5.043, -1.105], [4.694, -4.354, 0.961], [4.482, -3.615, 2.104], [5.433, -3.556, 3.048], [3.320, -2.897, 2.323], [3.256, -2.174, 3.465], [-3.326, -0.887, 2.587], [-3.478, -1.451, 0.920], [-2.658, 0.087, 1.258], [-2.038, -3.017, 3.215], [-0.820, -3.572, 2.040], [-2.534, -3.485, 1.595], [-1.178, -0.935, 3.674], [-0.552, 0.082, 2.368], [0.621, -2.482, 3.535], [1.365, -0.927, 3.264], [5.607, -4.908, 0.800], [-3.024, 2.924, 1.228], [-1.567, 2.154, 0.186], [-2.468, 2.336, -1.543], [-0.422, 3.733, -0.100], [0.543, 4.223, 0.998], [0.905, 5.672, 0.634], [1.857, 3.428, 1.037], [1.833, 1.531, 1.563], [3.727, 1.193, 1.244], [1.949, 1.703, 3.507], [-0.155, 4.182, 2.365], [0.784, 5.075, 3.855], [-0.108, 6.817, 3.749], [-0.382, 4.323, 5.231], [-3.255, 3.932, 0.880], [-2.778, 2.950, 2.288], [-3.902, 2.291, 1.091], [-2.728, 3.382, -1.719], [-3.386, 1.745, -1.532], [-1.818, 1.977, -2.335], [-1.126, 4.538, -0.336], [0.132, 3.521, -1.020], [1.322, 5.721, -0.375], [1.652, 6.086, 1.315], [0.021, 6.313, 0.666], [2.552, 3.923, 1.722], [2.323, 3.442, 0.047], [4.337, 1.919, 1.782], [3.943, 1.267, 0.179], [3.966, 0.187, 1.588], [2.447, 2.633, 3.782], [2.528, 0.861, 3.886], [0.960, 1.673, 3.964], [-0.317, 3.145, 2.680], [-1.142, 4.650, 2.303], [0.385, 7.455, 3.019], [-0.034, 7.289, 4.728], [-1.161, 6.704, 3.485], [-0.124, 3.278, 5.401], [-1.429, 4.398, 4.933], [-0.234, 4.871, 6.161], [3.624, -0.031, -6.775], [2.566, -0.079, -5.396], [1.195, 0.197, -5.562], [0.328, 0.165, -4.501], [0.771, -0.173, -3.187], [-0.065, -0.256, -2.220], [2.172, -0.414, -3.048], [2.725, -0.615, -1.755], [2.022, -0.737, -0.743], [3.049, -0.358, -4.155], [0.833, 0.454, -6.551], [-0.717, 0.418, -4.643], [3.810, -0.598, -1.606], [4.109, -0.537, -4.012], [-3.976, -3.690, -2.851], [-3.273, -2.484, -3.505], [-2.267, -3.017, -4.553], [-1.378, -3.953, -3.972], [-2.111, -5.052, -3.345], [-3.026, -4.588, -2.299], [-2.305, -4.000, -1.145], [-1.271, -2.533, -1.595], [-2.592, -1.615, -2.475], [-0.433, -3.321, -3.038], [-4.552, -4.158, -3.649], [-4.643, -3.279, -2.094], [-3.971, -1.925, -3.997], [-1.746, -2.142, -4.941], [-2.882, -3.474, -5.328], [-1.400, -5.750, -2.910], [-2.692, -5.570, -4.110], [-1.664, -4.762, -0.700], [-3.038, -3.717, -0.392], [-2.165, -0.745, -2.973], [-3.352, -1.286, -1.766], [0.236, -4.082, -2.639], [0.185, -2.595, -3.574]], "lowdin_charge": [0.67, -0.11, -0.30, -0.08, -0.23, -0.23, -0.12, -0.18, -0.15, 0.02, -0.22, 0.09, 0.07, -0.22, 0.10, -0.14, 0.07, 0.10, 0.07, -0.01, 0.10, 0.09, 0.06, 0.13, 0.05, 0.12, 0.07, 0.14, -0.32, 1.11, -0.32, -0.35, -0.69, -0.08, -0.36, 1.14, -0.29, -0.32, -0.40, 1.11, -0.34, -0.33, 0.03, 0.01, 0.02, 0.03, 0.01, 0.00, 0.08, 0.08, 0.09, 0.07, 0.09, 0.06, 0.08, 0.04, 0.01, 0.02, 0.00, 0.02, 0.00, 0.04, 0.07, 0.01, 0.02, 0.03, 0.00, 0.03, 0.02, 0.67, -0.67, -0.08, -0.02, -0.38, -0.22, -0.12, -0.13, -0.18, -0.05, 0.11, 0.11, 0.15, 0.12, -0.11, -0.06, -0.10, -0.13, -0.14, -0.13, -0.27, 1.05, -0.22, -0.25, 0.14, 0.14, 0.18, 0.14, 0.15, 0.14, 0.14, 0.11, 0.07, 0.08, 0.10, 0.10, 0.10], "spin_multiplicity": 4, "energy_ev": -288573.548, "lumo_energy_ha": [-0.10257, -0.10258], "s2": 3.76, "e_above_lowest_kj_mol": 48.6, "charge": 1, "homo_energy_ev": [-8.9, -9.5], "largest_force_ev_per_a": 3.0, "mol_weight_g_mol": 984.0}

=====

2.
{"formula": "C34H55ClN3OP2Tc", "method": "ωB97M-V with the def2-TZVPD basis set", "symbols": ["C", "C", "C", "C", "C", "H", "H", "H", "N", "P", "P", "C", "H", "H", "C", "O", "C", "H", "C", "C", "C", "C", "C", "H", "H", "H", "C", "H", "H", "H", "C", "H", "H", "H", "C", "H", "H", "H", "C", "H", "H", "H", "C", "H", "H", "H", "C", "H", "H", "H", "C", "H", "H", "H", "C", "H", "H", "H", "C", "H", "H", "H", "C", "H", "H", "H", "C", "H", "H", "H", "Tc", "N", "C", "C", "C", "C", "C", "H", "H", "H", "H", "H", "H", "H", "H", "H", "Cl", "C", "C", "C", "C", "N", "C", "H", "H", "H", "H"], "coordinates": [[-0.478, 2.836, 0.088], [-2.092, 1.218, 0.657], [-1.382, 3.876, 0.259], [-3.031, 2.251, 0.879], [-2.664, 3.576, 0.717], [-1.045, 4.883, 0.029], [-4.047, 1.968, 1.142], [-3.364, 4.383, 0.917], [-0.778, 1.593, 0.501], [2.110, 1.736, -0.193], [-1.828, -1.787, 0.488], [0.844, 3.034, -0.639], [0.666, 2.979, -1.727], [1.214, 4.046, -0.443], [1.238, -1.823, -0.188], [1.588, -2.927, -0.408], [-2.513, -0.147, 0.517], [-3.485, -0.266, 1.033], [-3.347, -2.517, -0.530], [-1.608, -3.092, 1.994], [3.202, 1.381, -1.710], [3.083, 2.770, 1.085], [-2.652, -3.345, -1.614], [-2.035, -4.155, -1.208], [-3.409, -3.802, -2.269], [-2.008, -2.696, -2.224], [-4.381, -3.321, 0.267], [-3.985, -4.173, 0.824], [-4.938, -2.674, 0.960], [-5.115, -3.724, -0.448], [-4.158, -1.403, -1.195], [-4.781, -1.834, -1.993], [-4.825, -0.881, -0.499], [-3.487, -0.653, -1.641], [-1.505, -4.512, 1.411], [-0.619, -4.582, 0.762], [-1.364, -5.222, 2.241], [-2.370, -4.853, 0.838], [-0.312, -2.912, 2.778], [0.575, -3.020, 2.143], [-0.272, -1.947, 3.286], [-0.259, -3.694, 3.555], [-2.755, -2.832, 2.964], [-3.747, -3.017, 2.549], [-2.639, -3.487, 3.841], [-2.721, -1.790, 3.314], [4.243, 1.911, 1.599], [4.826, 2.508, 2.317], [3.883, 1.017, 2.120], [4.928, 1.594, 0.803], [2.138, 3.102, 2.249], [1.337, 3.792, 1.952], [1.684, 2.205, 2.677], [2.724, 3.591, 3.043], [3.636, 4.124, 0.577], [3.847, 4.745, 1.462], [4.581, 4.024, 0.034], [2.932, 4.685, -0.047], [2.310, 1.369, -2.960], [1.974, 2.378, -3.237], [2.896, 0.970, -3.803], [1.434, 0.720, -2.822], [3.816, -0.017, -1.521], [3.054, -0.807, -1.539], [4.513, -0.201, -2.352], [4.374, -0.100, -0.579], [4.333, 2.394, -1.915], [3.961, 3.420, -2.027], [5.083, 2.356, -1.116], [4.851, 2.131, -2.850], [0.638, -0.073, 0.138], [-0.471, -0.104, -1.392], [-1.562, -0.202, -1.924], [-1.748, -0.125, -3.507], [-3.179, -0.344, -3.970], [-1.337, 1.275, -3.950], [-0.880, -1.214, -4.140], [-3.527, -1.361, -3.760], [-3.865, 0.379, -3.519], [-3.232, -0.211, -5.060], [-0.248, 1.398, -3.974], [-1.715, 1.495, -4.959], [-1.757, 2.026, -3.269], [-0.825, -1.088, -5.231], [0.143, -1.206, -3.744], [-1.302, -2.209, -3.947], [4.678, -1.897, 3.866], [3.157, -1.124, 3.721], [2.484, -0.629, 4.833], [1.276, 0.035, 4.623], [0.775, 0.163, 3.330], [1.441, -0.331, 2.257], [2.609, -0.993, 2.438], [2.916, -0.757, 5.818], [0.703, 0.467, 5.438], [-0.184, 0.660, 3.135], [3.133, -1.389, 1.569]], "lowdin_charge": [-0.30, -0.31, 0.03, 0.04, 0.02, 0.14, 0.14, 0.14, -0.01, 1.08, 1.18, -0.21, 0.10, 0.09, -0.31, 0.14, -0.23, 0.10, -0.60, -0.61, -0.67, -0.64, -0.08, 0.08, 0.12, 0.05, -0.06, 0.07, 0.09, 0.12, -0.10, 0.12, 0.10, 0.03, -0.07, 0.09, 0.12, 0.06, -0.10, 0.06, 0.06, 0.12, -0.08, 0.06, 0.11, 0.09, -0.07, 0.12, 0.06, 0.08, -0.07, 0.09, 0.04, 0.12, -0.06, 0.11, 0.08, 0.08, -0.10, 0.09, 0.12, 0.03, -0.08, 0.05, 0.12, 0.08, -0.07, 0.09, 0.08, 0.12, 1.21, -0.06, -0.03, -0.53, -0.05, -0.02, -0.02, 0.08, 0.11, 0.12, 0.07, 0.12, 0.10, 0.12, 0.08, 0.08, 0.80, -0.64, -0.01, -0.01, -0.17, -0.09, -0.18, 0.14, 0.14, 0.12, 0.11], "spin_multiplicity": 4, "energy_ev": -75938.051, "lumo_energy_ha": [-0.37370, -0.41664], "s2": 3.86, "charge": 3, "homo_energy_ev": [-16.7, -16.9], "largest_force_ev_per_a": 7.4, "mol_weight_g_mol": 717.2}